(1)
# C20H28N2PdSi

C20H28N2PdSi as an isolated structure (the ωB97M-V functional and the def2-TZVPD basis, OMol25).

Positions of all 52 atoms, in Å:
C: -2.373 1.936 3.193
C: -2.614 1.577 1.832
C: -2.435 0.147 1.709
H: -2.882 2.340 1.099
C: -1.990 -0.325 2.999
C: -1.992 0.779 3.895
H: -1.801 0.820 4.959
H: -2.498 2.894 3.703
H: -2.499 -0.470 0.792
H: -1.717 -1.311 3.366
Pd: -0.522 1.116 2.252
C: 2.118 -0.637 -0.159
H: 2.053 -1.708 0.148
H: 3.150 -0.244 -0.085
H: 1.466 -0.016 0.597
Si: 0.395 -0.446 -1.402
C: 0.556 0.281 -3.038
C: -0.735 0.585 -3.502
H: -1.579 0.416 -2.806
C: -0.904 1.032 -4.811
H: -1.891 1.204 -5.220
C: 0.228 1.232 -5.601
H: 0.057 1.535 -6.647
C: 1.511 0.911 -5.129
H: 2.354 0.985 -5.814
C: 1.693 0.432 -3.820
H: 2.644 0.115 -3.360
C: 0.052 -2.276 -1.566
C: -0.251 -2.776 -2.856
H: -0.108 -2.116 -3.733
C: -0.792 -4.056 -2.951
H: -0.966 -4.486 -3.928
C: -0.957 -4.868 -1.820
H: -1.187 -5.929 -1.910
C: -0.642 -4.355 -0.581
H: -0.633 -4.971 0.315
C: -0.160 -3.050 -0.423
H: -0.017 -2.741 0.619
H: -0.500 0.397 -0.611
H: 2.172 -0.537 -1.322
N: 0.528 2.942 2.214
C: 1.518 3.030 3.354
C: 1.333 1.931 4.381
N: 1.002 0.650 3.719
H: 0.936 3.227 1.310
H: -0.214 3.625 2.402
H: 2.491 3.010 2.846
H: 1.445 4.042 3.772
H: 2.211 1.897 5.018
H: 0.466 2.061 5.018
H: 0.674 -0.079 4.346
H: 1.806 0.246 3.236

**Multiplicity**: 5
**HOMO energy (spin up / spin down)**: -10.710 / -14.675 eV
**Total charge**: +2



(2)
# H2N2O2S

One molecule with the formula H2N2O2S (the ωB97M-V functional and the def2-TZVPD basis, OMol25).

Positions of all 7 atoms, in Å:
N: -0.120 -0.878 0.894
N: -0.378 0.680 0.441
S: 0.185 0.605 -0.946
O: 0.323 1.891 -1.554
O: 0.635 -0.559 -1.596
H: -1.194 -1.011 1.171
H: 0.549 -0.728 1.590

**Structure (SMILES)**: NN=S(=O)=O
**Multiplicity**: 1
**HOMO energy**: -10.920 eV



(3)
# C26H104N52O26

A 26-piece molecular cluster, C26H104N52O26 overall (the ωB97M-V functional and the def2-TZVPD basis, OMol25).

Positions of all 208 atoms, in Å:
C: -2.056 7.813 1.357
O: -1.735 8.919 0.923
N: -3.113 7.549 2.110
N: -1.591 6.627 0.946
H: -3.025 6.815 2.798
H: -3.409 8.441 2.479
H: -0.799 6.620 0.320
H: -2.226 5.854 1.089
C: -4.982 5.100 -0.152
O: -3.813 4.772 -0.296
N: -6.052 4.414 -0.500
N: -5.395 6.164 0.455
H: -6.997 4.770 -0.489
H: -5.875 3.428 -0.632
H: -4.808 6.809 0.965
H: -6.395 6.148 0.595
C: -0.386 -3.471 -5.192
O: -0.972 -2.486 -4.817
N: 0.153 -4.331 -4.304
N: -0.223 -3.880 -6.454
H: -0.002 -4.257 -3.309
H: 0.624 -5.131 -4.702
H: 0.191 -4.791 -6.592
H: -0.822 -3.361 -7.080
C: 5.105 -0.967 1.417
O: 5.596 -1.036 0.305
N: 5.742 -0.880 2.587
N: 3.838 -0.910 1.681
H: 6.742 -0.761 2.506
H: 5.313 -1.201 3.443
H: 3.485 -0.806 2.622
H: 3.199 -0.659 0.941
C: -0.918 -3.094 2.119
O: -1.161 -4.222 2.358
N: -1.793 -2.181 2.069
N: 0.313 -2.705 1.885
H: -2.648 -2.479 2.518
H: -1.692 -1.358 1.493
H: 0.500 -1.721 1.749
H: 1.000 -3.437 1.996
C: -0.393 3.836 5.988
O: 0.623 3.710 5.456
N: -0.397 4.309 7.219
N: -1.603 3.594 5.534
H: -1.242 4.500 7.740
H: 0.432 4.198 7.785
H: -2.268 4.053 6.139
H: -1.710 3.356 4.558
C: -4.837 -3.466 -0.906
O: -4.915 -4.641 -0.734
N: -4.273 -2.675 -0.019
N: -5.156 -2.793 -1.894
H: -4.251 -3.017 0.931
H: -4.490 -1.707 -0.212
H: -5.156 -1.784 -1.883
H: -5.470 -3.367 -2.665
C: 5.340 2.172 3.997
O: 5.418 3.256 3.431
N: 6.209 1.739 4.838
N: 4.247 1.423 4.019
H: 7.018 2.275 5.116
H: 6.166 0.766 5.104
H: 4.085 0.595 4.574
H: 3.457 1.739 3.475
C: 0.927 0.909 -5.950
O: 1.983 0.998 -5.327
N: 0.306 -0.180 -6.276
N: 0.306 1.969 -6.511
H: -0.677 -0.039 -6.460
H: 0.543 -1.001 -5.738
H: 0.734 2.866 -6.330
H: -0.471 1.822 -7.139
C: 2.419 -3.006 -2.011
O: 3.541 -3.420 -2.074
N: 1.667 -3.124 -0.978
N: 1.917 -2.241 -2.884
H: 1.984 -3.701 -0.212
H: 0.749 -2.711 -0.896
H: 0.918 -2.166 -2.752
H: 2.516 -1.849 -3.597
C: 4.348 2.165 -0.492
O: 5.398 1.933 -1.063
N: 4.181 1.962 0.797
N: 3.238 2.671 -1.028
H: 3.274 2.039 1.235
H: 4.945 1.498 1.265
H: 2.644 3.130 -0.352
H: 3.327 2.951 -1.994
C: 5.952 -5.530 -0.118
O: 6.224 -6.593 0.449
N: 6.549 -5.144 -1.179
N: 5.016 -4.704 0.245
H: 5.968 -4.432 -1.598
H: 7.157 -5.711 -1.752
H: 4.631 -4.135 -0.495
H: 4.406 -4.987 0.998
C: -3.325 -0.164 -4.344
O: -4.216 0.685 -4.132
N: -3.386 -1.104 -5.288
N: -2.186 -0.131 -3.821
H: -2.550 -1.664 -5.382
H: -4.073 -0.992 -6.019
H: -1.842 0.678 -3.325
H: -1.585 -0.925 -3.991
C: 7.345 -2.803 -3.072
O: 8.520 -2.640 -2.793
N: 6.895 -3.501 -4.080
N: 6.362 -2.355 -2.307
H: 7.574 -3.861 -4.736
H: 5.976 -3.262 -4.427
H: 5.425 -2.419 -2.677
H: 6.481 -1.977 -1.379
C: -4.144 1.305 -0.598
O: -4.502 0.129 -0.471
N: -4.162 1.897 -1.770
N: -3.624 1.934 0.320
H: -4.580 1.296 -2.467
H: -4.012 2.895 -1.800
H: -3.663 2.922 0.118
H: -3.806 1.607 1.259
C: 0.758 1.510 2.694
O: 1.858 1.925 2.609
N: 0.378 0.256 2.863
N: -0.173 2.392 2.624
H: -0.608 0.153 3.058
H: 0.922 -0.552 3.130
H: -1.148 2.148 2.724
H: 0.245 3.308 2.547
C: -0.679 3.115 -2.763
O: -1.584 3.248 -3.577
N: -0.449 3.783 -1.597
N: 0.432 2.570 -3.109
H: 0.419 3.870 -1.088
H: -1.265 4.195 -1.167
H: 0.617 2.031 -3.943
H: 1.203 2.515 -2.460
C: -0.037 -0.213 -0.752
O: -0.171 -1.183 -1.398
N: 1.061 0.114 -0.283
N: -0.966 0.523 -0.226
H: 1.837 -0.478 -0.545
H: 1.321 1.042 0.020
H: -0.693 1.350 0.286
H: -1.927 0.214 -0.258
C: -7.205 0.192 1.810
O: -6.292 0.287 2.670
N: -8.472 0.233 2.145
N: -7.030 0.078 0.543
H: -8.707 0.050 3.110
H: -9.090 -0.124 1.431
H: -7.788 0.006 -0.120
H: -6.087 -0.178 0.287
C: -4.813 3.754 3.788
O: -4.740 4.361 2.722
N: -5.154 2.493 3.837
N: -4.523 4.253 4.893
H: -5.148 1.932 2.997
H: -5.526 2.155 4.712
H: -4.117 5.178 4.887
H: -4.847 3.681 5.660
C: 2.632 -5.043 3.063
O: 2.256 -4.701 1.945
N: 3.472 -4.372 3.862
N: 2.268 -6.208 3.461
H: 3.802 -4.888 4.664
H: 3.930 -3.589 3.417
H: 2.393 -6.642 4.365
H: 1.691 -6.731 2.818
C: 5.601 1.256 -4.528
O: 5.788 1.120 -5.683
N: 4.528 1.622 -3.933
N: 6.508 1.093 -3.659
H: 3.700 1.548 -4.506
H: 4.500 1.406 -2.947
H: 6.469 1.263 -2.664
H: 7.349 0.915 -4.190
C: -2.676 0.178 4.304
O: -2.533 0.788 3.290
N: -3.847 -0.241 4.740
N: -1.702 0.200 5.283
H: -4.663 -0.112 4.159
H: -3.906 -0.848 5.545
H: -1.822 -0.066 6.249
H: -0.827 0.644 5.040
C: 0.191 -6.102 -1.110
O: 0.906 -6.283 -2.017
N: -1.089 -6.545 -1.048
N: 0.585 -5.625 0.090
H: -1.713 -6.300 -0.293
H: -1.384 -7.284 -1.670
H: 1.551 -5.509 0.359
H: -0.135 -5.242 0.686
C: -3.089 -5.367 -3.851
O: -2.966 -5.560 -5.031
N: -2.540 -4.407 -3.193
N: -4.022 -5.971 -3.132
H: -1.889 -3.784 -3.649
H: -2.828 -4.108 -2.272
H: -4.124 -5.690 -2.168
H: -4.496 -6.793 -3.477
C: 2.081 5.048 1.185
O: 1.625 4.260 0.376
N: 2.947 4.860 2.156
N: 1.947 6.321 0.963
H: 3.259 3.970 2.518
H: 3.444 5.692 2.441
H: 1.385 6.727 0.229
H: 2.346 6.941 1.653

**Multiplicity**: 1
**HOMO energy**: -7.969 eV



(4)
# C8H10N2O2

One molecule with the formula C8H10N2O2 (the ωB97M-V functional and the def2-TZVPD basis, OMol25).

Positions of all 22 atoms, in Å:
C: -1.886 -0.420 -1.585
C: -1.212 -0.263 0.109
N: -1.598 -1.412 0.825
C: 0.270 -0.023 0.079
C: 1.059 -0.270 -1.035
C: 2.424 -0.044 -0.986
C: 3.016 0.421 0.175
C: 2.236 0.660 1.293
C: 0.872 0.440 1.246
N: -1.924 0.977 0.548
O: -2.846 0.832 1.321
O: -1.564 2.026 0.073
H: -2.961 -0.396 -1.470
H: -1.544 -1.377 -1.942
H: -1.511 0.425 -2.140
H: -2.549 -1.324 1.177
H: -0.968 -1.633 1.587
H: 0.618 -0.640 -1.944
H: 3.025 -0.233 -1.865
H: 4.081 0.596 0.207
H: 2.689 1.020 2.205
H: 0.272 0.638 2.124

**Structure (SMILES)**: C[C@@](N)(c1ccccc1)[N+](=O)[O-]
**Multiplicity**: 1
**HOMO energy**: -9.661 eV



(5)
# C34H98ClN8O15

A 12-piece molecular cluster, C34H98ClN8O15 overall (the ωB97M-V functional and the def2-TZVPD basis, OMol25).

Positions of all 156 atoms, in Å:
Cl: -0.670 0.036 -0.113
O: -1.106 -1.336 0.041
O: -1.107 0.475 -1.374
O: -1.317 0.773 0.894
O: 0.752 0.168 -0.036
O: -2.756 2.241 -4.099
H: -2.690 3.064 -3.614
H: -2.604 1.562 -3.442
O: 1.880 2.747 0.597
H: 2.790 2.512 0.772
H: 1.472 1.932 0.306
C: 2.080 6.962 -2.481
C: 1.839 5.757 -1.587
C: 1.697 4.490 -2.475
O: 0.524 4.546 -3.279
C: 0.233 3.306 -3.937
N: 2.958 5.466 -0.739
H: 2.113 7.918 -1.958
H: 1.206 7.160 -3.101
H: 2.929 6.872 -3.159
H: 0.919 5.747 -1.003
H: 1.622 3.579 -1.881
H: 2.629 4.391 -3.031
H: -0.131 2.696 -3.110
H: 1.123 2.836 -4.355
H: -0.540 3.399 -4.700
H: 3.674 5.028 -1.301
H: 2.747 4.664 -0.163
C: -2.599 1.062 4.231
C: -3.171 -0.320 3.942
C: -4.175 -0.793 4.996
O: -3.703 -0.903 6.358
C: -2.818 -1.929 6.599
N: -3.924 -0.089 2.747
H: -3.417 1.775 4.335
H: -1.952 1.352 3.403
H: -2.000 1.179 5.134
H: -2.408 -1.042 3.652
H: -4.646 -1.730 4.699
H: -5.057 -0.156 5.058
H: -1.901 -1.930 6.010
H: -3.450 -2.815 6.527
H: -2.615 -1.885 7.669
H: -3.237 0.153 2.047
H: -4.161 -1.028 2.459
C: -0.666 -0.413 -5.198
C: -0.860 -1.912 -5.052
C: -1.699 -2.234 -3.790
O: -2.022 -3.590 -3.584
C: -2.852 -3.940 -2.513
N: -1.472 -2.498 -6.235
H: -1.582 0.035 -5.584
H: 0.122 -0.162 -5.909
H: -0.397 0.004 -4.228
H: 0.100 -2.423 -4.983
H: -2.642 -1.736 -4.012
H: -1.315 -1.753 -2.891
H: -2.346 -3.783 -1.560
H: -2.961 -5.023 -2.571
H: -3.803 -3.409 -2.495
H: -0.721 -2.539 -6.909
H: -1.670 -3.482 -6.126
C: 2.802 -4.164 0.146
C: 2.723 -2.686 -0.087
C: 4.129 -2.072 -0.297
O: 4.869 -2.146 0.949
C: 6.120 -1.509 0.728
N: 1.833 -2.582 -1.257
H: 3.360 -4.443 1.040
H: 3.237 -4.739 -0.672
H: 1.770 -4.498 0.250
H: 2.254 -2.142 0.733
H: 4.024 -1.038 -0.628
H: 4.536 -2.664 -1.117
H: 6.054 -0.422 0.767
H: 6.655 -1.818 -0.170
H: 6.825 -1.891 1.466
H: 1.735 -1.597 -1.458
H: 0.883 -2.832 -1.022
C: 2.827 0.699 -2.789
C: 4.119 1.198 -3.463
C: 5.382 0.446 -2.983
O: 6.598 0.597 -3.762
C: 7.698 0.130 -3.054
N: 4.021 1.044 -4.892
H: 1.950 0.964 -3.379
H: 2.693 0.966 -1.741
H: 2.685 -0.380 -2.855
H: 4.298 2.271 -3.401
H: 5.107 -0.602 -2.870
H: 5.468 0.872 -1.983
H: 8.083 0.816 -2.299
H: 8.449 0.063 -3.840
H: 7.568 -0.874 -2.649
H: 3.679 0.121 -5.117
H: 4.987 1.133 -5.176
C: -1.133 6.310 1.019
C: -1.402 4.844 1.331
C: -2.920 4.561 1.526
O: -3.446 5.391 2.577
C: -4.735 4.974 3.066
N: -0.828 3.964 0.328
H: -1.378 6.517 -0.023
H: -0.100 6.555 1.264
H: -1.735 7.027 1.578
H: -1.011 4.602 2.319
H: -3.051 3.540 1.885
H: -3.474 4.749 0.607
H: -5.500 5.166 2.314
H: -4.966 5.617 3.915
H: -4.767 3.934 3.392
H: -1.223 3.035 0.319
H: 0.161 3.899 0.518
C: 2.388 1.369 3.678
C: 2.738 -0.040 3.466
C: 1.595 -1.113 3.689
O: 2.206 -2.409 3.473
C: 1.159 -3.320 3.162
N: 3.202 -0.051 2.118
H: 2.305 1.579 4.745
H: 1.487 1.651 3.133
H: 3.215 1.984 3.326
H: 3.589 -0.333 4.081
H: 0.727 -0.906 3.064
H: 1.232 -1.162 4.716
H: 1.499 -4.349 3.277
H: 0.690 -3.200 2.186
H: 0.313 -3.348 3.848
H: 3.181 -1.005 1.787
H: 2.493 0.436 1.589
C: -1.817 -8.052 2.037
C: -2.332 -6.885 1.103
C: -1.433 -5.575 1.152
O: -1.548 -4.842 2.333
C: -2.647 -3.976 2.434
N: -2.392 -7.482 -0.228
H: -1.458 -7.619 2.971
H: -0.930 -8.539 1.632
H: -2.592 -8.792 2.238
H: -3.346 -6.603 1.387
H: -1.688 -4.935 0.307
H: -0.382 -5.855 1.084
H: -3.575 -4.474 2.151
H: -2.489 -3.069 1.851
H: -2.916 -3.691 3.451
H: -1.567 -8.036 -0.410
H: -3.047 -8.251 -0.247
C: -4.266 1.758 -0.724
C: -5.590 2.632 -0.886
O: -6.629 1.874 -0.254
H: -4.003 1.543 0.312
H: -3.428 2.296 -1.167
H: -4.357 0.781 -1.198
H: -5.812 2.692 -1.951
H: -5.502 3.578 -0.351
H: -6.440 1.798 0.684

**Multiplicity**: 1
**HOMO energy**: -6.671 eV
**Total charge**: -1



(6)
# HN5OS

A 2-piece molecular cluster, HN5OS overall (the ωB97M-V functional and the def2-TZVPD basis, OMol25).

Positions of all 8 atoms, in Å:
N: 2.216 1.123 0.029
N: 0.749 1.993 -1.538
N: 0.119 1.839 -0.392
N: 1.001 1.386 0.468
N: 1.960 1.641 -1.484
O: 0.659 1.214 1.637
S: 3.160 1.958 -2.586
H: -9.863 -11.152 3.867

**Multiplicity**: 1
**HOMO energy**: 1.458 eV
**Total charge**: -2



(7)
# C2H8N3

A 2-piece molecular cluster, C2H8N3 overall (the ωB97M-V functional and the def2-TZVPD basis, OMol25).

Positions of all 13 atoms, in Å:
C: 1.225 -0.080 -0.097
C: -2.047 -0.628 -0.216
N: 0.604 0.885 0.385
N: 2.549 -0.231 -0.074
N: -0.734 1.027 0.330
H: 0.826 -0.922 -0.649
H: -1.284 -1.164 0.457
H: -2.891 -0.165 0.175
H: -1.875 -0.659 -1.309
H: 2.849 -1.121 -0.335
H: 3.066 0.344 0.563
H: -1.105 1.594 -0.452
H: -1.185 1.119 1.221

**Multiplicity**: 1
**HOMO energy (spin up / spin down)**: -14.121 / -14.120 eV
**Total charge**: +1



Number 1: total energy -35509.189 eV. Number 2: total energy -17938.927 eV. Number 3: total energy -159387.863 eV. Number 4: total energy -15530.321 eV. Number 5: total energy -91992.414 eV. Number 6: total energy -20342.701 eV. Number 7: total energy -6663.878 eV.